The following is a DFT calculation (wB97M-V/def2-TZVPD) of a structure of composition C26H19INO2S4Tc.

As for the frontier orbital gap (spin up / spin down): 7.74 / 5.99 eV. The charge is +1. Its multiplicity is 4. The value obtained for the HOMO energy (spin up / spin down) is -10.915 / -10.995 eV. The largest force on an atom is 0.01039 hartree/bohr. As for the expectation value of S²: 3.78. As for the relative energy (zero: lowest compared OMol25 entry of this formula, charge and spin): 0.0 kJ/mol.

Geometry (Å):
Tc: -0.149 0.273 -1.444
S: 0.496 1.177 -3.485
C: 1.555 -0.005 -4.256
C: 1.993 0.219 -5.560
C: 2.809 -0.709 -6.188
C: 3.194 -1.877 -5.537
C: 2.758 -2.115 -4.245
C: 1.952 -1.173 -3.616
S: 1.465 -1.469 -1.944
C: 2.897 -0.715 -1.069
C: 2.548 0.303 -0.020
C: 3.428 0.552 1.015
C: 3.092 1.484 1.977
C: 1.872 2.135 1.898
C: 1.026 1.843 0.848
C: -0.350 2.475 0.830
S: -1.271 2.266 -0.734
C: -2.800 1.485 -0.246
C: -3.581 2.020 0.767
C: -4.791 1.417 1.073
C: -5.219 0.314 0.342
C: -4.444 -0.191 -0.691
C: -3.211 0.381 -0.992
S: -2.236 -0.238 -2.335
N: 1.379 0.962 -0.110
H: 1.681 1.117 -6.077
H: 3.140 -0.524 -7.201
H: 3.819 -2.603 -6.038
H: 3.029 -3.029 -3.731
H: 3.512 -0.259 -1.845
H: 3.451 -1.527 -0.604
H: 4.354 -0.003 1.070
H: 3.766 1.687 2.800
H: 1.569 2.852 2.650
H: -0.260 3.543 1.016
H: -0.957 2.033 1.623
H: -3.259 2.900 1.310
H: -5.405 1.818 1.868
H: -6.169 -0.149 0.572
H: -4.783 -1.045 -1.265
I: -2.100 -1.132 7.103
C: -1.442 -1.215 5.136
C: -0.202 -1.774 4.851
C: 0.238 -1.816 3.536
C: -0.553 -1.304 2.515
C: -1.799 -0.759 2.811
C: -2.250 -0.716 4.122
C: -0.018 -1.302 1.120
O: 1.042 -1.824 0.833
O: -0.774 -0.658 0.255
H: 0.412 -2.175 5.645
H: 1.197 -2.253 3.288
H: -2.424 -0.391 2.006
H: -3.223 -0.304 4.353

From a natural (NBO) analysis of the wavefunction, the atomic charges in e read: 0.4513, 0.0902, -0.2042, -0.1974, -0.1686, -0.2025, -0.2166, -0.1639, 0.5492, -0.5535, 0.2792, -0.2301, -0.0997, -0.2372, 0.2503, -0.5741, 0.5383, -0.1931, -0.2094, -0.2152, -0.1229, -0.2045, -0.1895, 0.2271, -0.4739, 0.2357, 0.2333, 0.2341, 0.2339, 0.2639, 0.2670, 0.2426, 0.2430, 0.2417, 0.2601, 0.2788, 0.2285, 0.2350, 0.2270, 0.2384, 0.1910, -0.1432, -0.2498, -0.1612, -0.1243, -0.1940, -0.2426, 0.7845, -0.6566, -0.7287, 0.2347, 0.2379, 0.2305, 0.2295

---

The following is a DFT calculation (wB97M-V/def2-TZVPD) of a cluster of 2 separate species, C26H19N4O5 in total at a distorted geometry.

As for the frontier orbital gap: 4.61 eV. The charge is -1. The value obtained for the HOMO energy is -4.072 eV. The largest force on an atom is 0.05858 hartree/bohr.

Geometry (Å):
C: 0.663 -3.291 2.970
C: -0.734 -3.393 2.898
C: -1.476 -2.389 2.273
C: -0.867 -1.156 1.938
C: -1.608 0.032 1.481
C: -2.545 -0.137 0.365
C: -3.082 1.026 -0.464
C: -2.231 1.928 -1.104
C: -2.747 2.958 -1.902
C: -4.136 3.106 -2.030
C: -4.988 2.142 -1.477
C: -4.454 1.078 -0.737
O: -2.890 -1.272 0.015
C: -1.219 1.365 1.933
C: -0.476 1.589 3.241
C: -0.533 0.748 4.357
C: 0.245 1.020 5.492
C: 0.961 2.221 5.584
C: 0.915 3.138 4.523
C: 0.225 2.805 3.356
O: -1.462 2.396 1.283
C: 0.541 -1.086 1.988
C: 1.299 -2.142 2.483
H: 1.256 -4.107 3.385
H: -1.246 -4.264 3.314
H: -2.535 -2.536 2.056
H: -1.152 1.826 -1.001
H: -2.057 3.639 -2.399
H: -4.546 3.955 -2.575
H: -6.066 2.200 -1.629
H: -5.089 0.281 -0.346
H: -1.172 -0.136 4.332
H: 0.292 0.289 6.305
H: 1.547 2.451 6.481
H: 1.424 4.101 4.585
H: 0.225 3.497 2.517
H: 1.014 -0.182 1.602
H: 2.384 -2.050 2.497
C: -6.205 -2.994 -1.069
O: -6.454 -4.144 -0.217
C: -6.015 -3.995 1.031
N: -6.270 -5.026 1.851
C: -5.949 -4.816 3.116
N: -6.089 -5.672 4.190
O: -5.617 -4.983 5.261
N: -5.112 -3.624 4.850
O: -4.681 -2.885 5.704
C: -5.334 -3.566 3.509
C: -4.950 -2.635 2.548
N: -5.372 -2.853 1.298
H: -6.457 -3.349 -2.064
H: -6.861 -2.161 -0.791
H: -5.163 -2.672 -1.011
H: -4.389 -1.741 2.815

From a natural (NBO) analysis of the wavefunction, the atomic charges in e read: -0.2632, -0.1747, -0.2346, 0.0049, -0.3905, 0.4878, 0.0043, -0.1602, -0.2374, -0.2266, -0.2422, -0.2231, -0.6742, 0.4742, -0.0377, -0.1974, -0.2320, -0.2260, -0.2371, -0.1952, -0.6707, -0.2270, -0.2254, 0.1965, 0.1913, 0.2130, 0.2236, 0.2008, 0.1975, 0.1979, 0.2133, 0.2240, 0.2066, 0.2002, 0.2011, 0.2318, 0.2118, 0.2003, -0.2706, -0.4613, 0.6918, -0.4892, 0.3043, -0.1328, -0.1768, 0.4168, -0.3390, -0.1068, 0.1729, -0.4754, 0.1883, 0.1842, 0.2405, 0.2471

---

The following is a DFT calculation (wB97M-V/def2-TZVPD) of a structure of composition C26H19N9OV.

As for the frontier orbital gap (spin up / spin down): 5.81 / 6.55 eV. The charge is +2. Its multiplicity is 2. The value obtained for the HOMO energy (spin up / spin down) is -14.186 / -14.218 eV. The largest force on an atom is 0.00404 hartree/bohr. As for the expectation value of S²: 0.79. As for the relative energy (zero: lowest compared OMol25 entry of this formula, charge and spin): 0.0 kJ/mol.

Geometry (Å):
V: -0.420 -0.086 0.249
C: 0.404 4.133 0.847
C: 0.187 4.759 -0.380
C: -0.306 4.005 -1.416
C: -0.557 2.640 -1.238
N: -0.281 2.018 -0.074
C: 0.162 2.788 0.950
N: -1.160 2.011 -2.304
C: -1.506 0.789 -2.348
N: -1.239 -0.254 -1.413
C: -1.800 -1.446 -1.959
N: -1.720 -2.636 -1.523
C: -0.963 -3.047 -0.448
C: -0.951 -4.427 -0.225
C: -0.176 -4.959 0.777
C: 0.592 -4.090 1.550
C: 0.526 -2.746 1.292
N: -0.244 -2.200 0.318
C: -2.492 -1.110 -3.202
C: -3.215 -1.912 -4.067
C: -3.729 -1.303 -5.203
C: -3.518 0.055 -5.460
C: -2.788 0.850 -4.588
C: -2.283 0.235 -3.456
H: 0.747 4.681 1.712
H: 0.375 5.816 -0.505
H: -0.543 4.427 -2.381
H: 0.304 2.294 1.896
H: -1.560 -5.038 -0.874
H: -0.158 -6.025 0.955
H: 1.227 -4.449 2.346
H: 1.098 -2.060 1.891
H: -3.369 -2.962 -3.861
H: -4.305 -1.887 -5.908
H: -3.936 0.491 -6.357
H: -2.620 1.901 -4.777
O: 0.881 0.120 1.959
C: 2.300 0.305 1.845
C: 2.647 0.087 0.401
C: 3.965 0.091 -0.016
C: 4.245 -0.122 -1.354
C: 3.193 -0.338 -2.234
C: 1.906 -0.328 -1.746
N: 1.627 -0.116 -0.445
H: 0.575 0.195 2.871
H: 2.821 -0.420 2.473
H: 2.574 1.311 2.170
H: 4.757 0.257 0.702
H: 5.268 -0.125 -1.706
H: 3.364 -0.513 -3.287
H: 1.062 -0.493 -2.400
N: -1.787 0.034 1.414
C: -2.875 0.239 1.931
N: -3.961 0.395 2.380
C: -4.842 0.690 3.308
N: -5.618 0.937 4.121

From a natural (NBO) analysis of the wavefunction, the atomic charges in e read: 1.4111, -0.2247, -0.1070, -0.2024, 0.3765, -0.5073, 0.0441, -0.4585, 0.4730, -0.6015, 0.4543, -0.4552, 0.3763, -0.2017, -0.1037, -0.2225, 0.0494, -0.5030, -0.0286, -0.1714, -0.1584, -0.1630, -0.1422, -0.1155, 0.2514, 0.2539, 0.2616, 0.2024, 0.2621, 0.2539, 0.2507, 0.2024, 0.2475, 0.2429, 0.2427, 0.2458, -0.7140, -0.1037, 0.2103, -0.2205, -0.0907, -0.2240, 0.0813, -0.4874, 0.5351, 0.2279, 0.2283, 0.2516, 0.2567, 0.2599, 0.2239, -0.6809, 0.7758, -0.4425, 0.3778, -0.2004

---

- Which of these has the highest charge?
  C26H19N9OV

---

- Look up the largest force on an atom of the second one.
  0.05858 hartree/bohr

---

- Which of these has the highest charge?
  C26H19N9OV

---

Please write out number 1 again, unchanged.
The following is a DFT calculation (wB97M-V/def2-TZVPD) of a structure of composition C26H19INO2S4Tc.

As for the frontier orbital gap (spin up / spin down): 7.74 / 5.99 eV. The charge is +1. Its multiplicity is 4. The value obtained for the HOMO energy (spin up / spin down) is -10.915 / -10.995 eV. The largest force on an atom is 0.01039 hartree/bohr. As for the expectation value of S²: 3.78. As for the relative energy (zero: lowest compared OMol25 entry of this formula, charge and spin): 0.0 kJ/mol.

Geometry (Å):
Tc: -0.149 0.273 -1.444
S: 0.496 1.177 -3.485
C: 1.555 -0.005 -4.256
C: 1.993 0.219 -5.560
C: 2.809 -0.709 -6.188
C: 3.194 -1.877 -5.537
C: 2.758 -2.115 -4.245
C: 1.952 -1.173 -3.616
S: 1.465 -1.469 -1.944
C: 2.897 -0.715 -1.069
C: 2.548 0.303 -0.020
C: 3.428 0.552 1.015
C: 3.092 1.484 1.977
C: 1.872 2.135 1.898
C: 1.026 1.843 0.848
C: -0.350 2.475 0.830
S: -1.271 2.266 -0.734
C: -2.800 1.485 -0.246
C: -3.581 2.020 0.767
C: -4.791 1.417 1.073
C: -5.219 0.314 0.342
C: -4.444 -0.191 -0.691
C: -3.211 0.381 -0.992
S: -2.236 -0.238 -2.335
N: 1.379 0.962 -0.110
H: 1.681 1.117 -6.077
H: 3.140 -0.524 -7.201
H: 3.819 -2.603 -6.038
H: 3.029 -3.029 -3.731
H: 3.512 -0.259 -1.845
H: 3.451 -1.527 -0.604
H: 4.354 -0.003 1.070
H: 3.766 1.687 2.800
H: 1.569 2.852 2.650
H: -0.260 3.543 1.016
H: -0.957 2.033 1.623
H: -3.259 2.900 1.310
H: -5.405 1.818 1.868
H: -6.169 -0.149 0.572
H: -4.783 -1.045 -1.265
I: -2.100 -1.132 7.103
C: -1.442 -1.215 5.136
C: -0.202 -1.774 4.851
C: 0.238 -1.816 3.536
C: -0.553 -1.304 2.515
C: -1.799 -0.759 2.811
C: -2.250 -0.716 4.122
C: -0.018 -1.302 1.120
O: 1.042 -1.824 0.833
O: -0.774 -0.658 0.255
H: 0.412 -2.175 5.645
H: 1.197 -2.253 3.288
H: -2.424 -0.391 2.006
H: -3.223 -0.304 4.353

From a natural (NBO) analysis of the wavefunction, the atomic charges in e read: 0.4513, 0.0902, -0.2042, -0.1974, -0.1686, -0.2025, -0.2166, -0.1639, 0.5492, -0.5535, 0.2792, -0.2301, -0.0997, -0.2372, 0.2503, -0.5741, 0.5383, -0.1931, -0.2094, -0.2152, -0.1229, -0.2045, -0.1895, 0.2271, -0.4739, 0.2357, 0.2333, 0.2341, 0.2339, 0.2639, 0.2670, 0.2426, 0.2430, 0.2417, 0.2601, 0.2788, 0.2285, 0.2350, 0.2270, 0.2384, 0.1910, -0.1432, -0.2498, -0.1612, -0.1243, -0.1940, -0.2426, 0.7845, -0.6566, -0.7287, 0.2347, 0.2379, 0.2305, 0.2295